No. 1
Computed, not measured: one molecule with the formula C21H24N2O in a non-equilibrium geometry, with ωB97M-V/def2-TZVPD.

The HOMO-LUMO gap is 8.33 eV. Its LUMO energy is 0.0143 hartree. The strongest force on any atom is 0.0530 Eh/bohr. The structure (SMILES) is CNC[C@@H](O)[C@H](c1ccccc1)N(C)c1cccc2ccccc12. Its relative energy (zero: lowest compared OMol25 entry of this formula, charge and spin) is 57.9 kcal per mole. The calculation puts the HOMO energy at -0.292 Eh.

```
48
C21H24N2O | the Open Molecules 2025 dataset | ωB97M-V/def2-TZVPD
C 1.687 0.256 -5.209
N 0.974 0.555 -3.952
C 1.693 0.419 -2.683
C 0.906 1.129 -1.558
O 0.510 2.453 -2.036
C -0.309 0.243 -1.204
C -1.407 1.059 -0.540
C -1.159 1.731 0.668
C -2.194 2.372 1.359
C -3.495 2.371 0.868
C -3.751 1.689 -0.339
C -2.724 1.011 -1.022
N 0.006 -0.970 -0.389
C -0.602 -2.225 -0.856
C 0.851 -1.097 0.762
C 2.192 -1.352 0.531
C 3.109 -1.543 1.556
C 2.615 -1.528 2.865
C 1.281 -1.311 3.152
C 0.878 -1.204 4.521
C -0.479 -0.966 4.824
C -1.401 -0.850 3.775
C -0.981 -0.948 2.445
C 0.364 -1.167 2.093
H 2.093 -0.736 -5.215
H 0.984 0.371 -6.044
H 2.484 0.971 -5.428
H 0.575 1.475 -4.029
H 2.669 0.832 -2.783
H 1.816 -0.651 -2.447
H 1.491 1.282 -0.669
H -0.061 2.866 -1.349
H -0.688 -0.114 -2.160
H -0.184 1.739 1.119
H -2.034 2.879 2.314
H -4.296 2.840 1.421
H -4.771 1.702 -0.723
H -2.920 0.431 -1.924
H -0.174 -3.062 -0.342
H -0.450 -2.401 -1.944
H -1.697 -2.250 -0.665
H 2.556 -1.308 -0.516
H 4.150 -1.741 1.311
H 3.329 -1.519 3.681
H 1.614 -1.359 5.278
H -0.865 -0.886 5.860
H -2.446 -0.676 3.963
H -1.738 -0.809 1.659
```

=====

No. 2
Computed, not measured: one molecule with the formula C21H24N2O2, with ωB97M-V/def2-TZVPD.

The HOMO-LUMO gap is 8.88 eV. Its LUMO energy is 0.0270 hartree. The strongest force on any atom is 0.0138 Eh/bohr. The structure (SMILES) is Cc1ccc(NC(=O)[C@@H]2CC(=O)N(CCc3ccccc3)C2)c(C)c1. Its relative energy (zero: lowest compared OMol25 entry of this formula, charge and spin) is 4.0 kcal per mole. The calculation puts the HOMO energy at -0.299 Eh.

```
49
C21H24N2O2 | the Open Molecules 2025 dataset | ωB97M-V/def2-TZVPD
C -5.463 0.059 -0.142
C -4.017 0.454 -0.125
C -3.484 1.161 0.943
C -2.144 1.498 0.973
C -1.308 1.133 -0.074
N 0.061 1.439 -0.075
C 0.731 2.337 0.684
O 0.251 3.003 1.577
C 2.224 2.451 0.345
C 2.548 2.252 -1.134
C 2.837 0.760 -1.252
O 2.850 0.098 -2.266
N 3.078 0.294 -0.006
C 3.626 -1.016 0.240
C 2.840 -1.818 1.284
C 1.390 -1.992 0.921
C 1.032 -2.732 -0.200
C -0.300 -2.926 -0.519
C -1.293 -2.391 0.284
C -0.947 -1.647 1.397
C 0.387 -1.444 1.708
C 2.998 1.305 1.022
C -1.825 0.432 -1.171
C -0.957 0.049 -2.334
C -3.171 0.105 -1.170
H -5.815 -0.084 -1.161
H -6.076 0.816 0.341
H -5.601 -0.879 0.398
H -4.122 1.451 1.766
H -1.740 2.051 1.804
H 0.588 0.931 -0.770
H 2.551 3.420 0.726
H 1.763 2.580 -1.813
H 3.464 2.783 -1.407
H 3.614 -1.530 -0.724
H 4.667 -0.918 0.574
H 2.921 -1.333 2.259
H 3.314 -2.800 1.363
H 1.801 -3.165 -0.823
H -0.563 -3.505 -1.392
H -2.333 -2.550 0.042
H -1.716 -1.223 2.025
H 0.645 -0.865 2.584
H 2.474 0.927 1.902
H 4.004 1.626 1.327
H -0.150 -0.618 -2.029
H -1.547 -0.467 -3.087
H -0.514 0.930 -2.801
H -3.575 -0.437 -2.014
```

=====

No. 3
Computed, not measured: one molecule with the formula C21H24N2O3S, with ωB97M-V/def2-TZVPD.

The HOMO-LUMO gap is 9.00 eV. Its LUMO energy is 0.0238 hartree. The strongest force on any atom is 0.0111 Eh/bohr. The structure (SMILES) is COc1ccccc1CNC(=O)CCC(=O)N1C[C@H](C)Sc2ccccc21. Its relative energy (zero: lowest compared OMol25 entry of this formula, charge and spin) is 4.6 kcal per mole. The calculation puts the HOMO energy at -0.307 Eh.

```
51
C21H24N2O3S | the Open Molecules 2025 dataset | ωB97M-V/def2-TZVPD
C 0.817 0.531 4.966
O 0.397 1.392 3.939
C 1.237 2.370 3.509
C 2.528 2.568 3.986
C 3.306 3.598 3.484
C 2.810 4.438 2.505
C 1.526 4.239 2.025
C 0.728 3.221 2.514
C -0.665 2.999 1.993
N -0.817 1.672 1.439
C -1.752 0.812 1.873
O -2.647 1.106 2.641
C -1.621 -0.588 1.274
C -1.791 -0.605 -0.254
C -0.466 -0.490 -0.978
O 0.505 0.068 -0.490
N -0.372 -1.073 -2.204
C 0.944 -1.207 -2.801
C 1.516 -2.586 -2.512
C 2.909 -2.769 -3.088
S 0.410 -3.870 -3.246
C -1.126 -3.028 -3.428
C -2.120 -3.693 -4.142
C -3.356 -3.112 -4.334
C -3.609 -1.844 -3.834
C -2.627 -1.174 -3.129
C -1.390 -1.764 -2.891
H -0.029 -0.129 5.154
H 1.684 -0.067 4.662
H 1.057 1.080 5.882
H 2.936 1.926 4.750
H 4.306 3.739 3.866
H 3.417 5.240 2.116
H 1.132 4.892 1.259
H -0.899 3.751 1.231
H -1.397 3.074 2.805
H -0.078 1.318 0.841
H -2.394 -1.206 1.731
H -0.644 -0.992 1.545
H -2.427 0.233 -0.546
H -2.288 -1.526 -0.564
H 1.589 -0.444 -2.358
H 0.867 -1.041 -3.880
H 1.522 -2.758 -1.432
H 3.265 -3.779 -2.902
H 2.900 -2.598 -4.162
H 3.596 -2.064 -2.624
H -1.900 -4.672 -4.539
H -4.117 -3.642 -4.886
H -4.564 -1.372 -4.000
H -2.808 -0.175 -2.765
```

=====

No. 4
Computed, not measured: one molecule with the formula C21H24N2O3S, with ωB97M-V/def2-TZVPD.

The HOMO-LUMO gap is 8.92 eV. Its LUMO energy is 0.0163 hartree. The strongest force on any atom is 0.0167 Eh/bohr. The structure (SMILES) is C[C@@H]1Cc2cc(S(=O)(=O)NCc3ccccc3)ccc2N1C(=O)C1CCC1. Its relative energy (zero: lowest compared OMol25 entry of this formula, charge and spin) is 33.1 kcal per mole. The calculation puts the HOMO energy at -0.311 Eh.

```
51
C21H24N2O3S | the Open Molecules 2025 dataset | ωB97M-V/def2-TZVPD
C -1.913 -3.379 -0.011
C -1.547 -2.031 -0.635
C -0.211 -2.130 -1.395
C 0.773 -1.596 -0.397
C 2.147 -1.592 -0.426
C 2.815 -0.975 0.621
S 4.587 -0.788 0.488
O 5.114 -0.309 1.729
O 5.141 -1.965 -0.111
N 4.788 0.428 -0.638
C 4.334 1.751 -0.274
C 2.838 1.955 -0.340
C 2.166 2.567 0.711
C 0.795 2.750 0.663
C 0.076 2.321 -0.438
C 0.737 1.718 -1.495
C 2.108 1.543 -1.448
C 2.143 -0.404 1.681
C 0.756 -0.402 1.717
C 0.083 -0.980 0.654
N -1.292 -1.051 0.425
C -2.219 -0.256 1.038
O -1.922 0.504 1.935
C -3.629 -0.342 0.483
C -3.831 0.393 -0.863
C -4.892 1.292 -0.211
C -4.618 0.630 1.148
H -2.125 -4.107 -0.789
H -1.083 -3.740 0.594
H -2.787 -3.291 0.629
H -2.353 -1.685 -1.283
H 0.008 -3.154 -1.693
H -0.212 -1.506 -2.292
H 2.712 -2.051 -1.222
H 4.529 0.120 -1.561
H 4.837 2.472 -0.929
H 4.689 1.904 0.747
H 2.723 2.898 1.575
H 0.283 3.217 1.490
H -0.994 2.458 -0.468
H 0.185 1.390 -2.364
H 2.615 1.081 -2.285
H 2.723 0.041 2.474
H 0.217 0.057 2.527
H -3.972 -1.376 0.472
H -4.200 -0.230 -1.677
H -2.945 0.928 -1.202
H -4.678 2.357 -0.254
H -5.898 1.121 -0.589
H -4.125 1.280 1.868
H -5.477 0.160 1.620
```